1.
This record from the OMol25 dataset describes a structure of composition C34H49Br2Cl3CsF4N2NaO17PS at a distorted geometry. The level of theory is the ωB97M-V functional and the def2-TZVPD basis.

Element x y z (Å)
C (3.177909, -0.870522, 0.430792)
C (3.465814, 0.084833, -0.549918)
C (4.631451, 1.074231, -0.449177)
O (5.240267, 1.159325, 0.564295)
O (4.905814, 1.799918, -1.600553)
C (5.506256, 3.062798, -1.303182)
C (4.451758, 4.155313, -0.879890)
C (4.000754, 4.059208, 0.589899)
C (2.651504, 3.262776, 0.503478)
C (1.339334, 3.979137, 0.886139)
C (0.244612, 3.211636, 0.044096)
C (-0.987208, 2.656567, 0.828215)
C (-1.880185, 3.880511, 1.093768)
N (-2.496399, 4.809957, 1.189686)
P (-0.587100, 1.944221, 2.538503)
C (0.812861, 0.685765, 2.403291)
O (-1.871558, 1.040297, 3.123165)
C (-1.804201, 1.634779, -0.118741)
C (-1.889840, 2.176590, -1.567813)
N (-1.655096, 2.632936, -2.568593)
C (-3.304277, 1.421223, 0.349663)
C (-4.308818, 2.185982, -0.585992)
O (-4.608549, 3.297681, -0.347580)
O (-4.903860, 1.565732, -1.677692)
C (-1.121540, 0.213185, -0.224969)
F (-1.498581, -0.633789, 0.829689)
C (-1.403106, -0.589447, -1.547692)
C (-0.252471, -0.469399, -2.642440)
H (2.224941, -0.862424, 1.002880)
H (3.858153, -1.710284, 0.664725)
H (2.781155, 0.080802, -1.440630)
H (5.962499, 3.447039, -2.299646)
H (6.366901, 2.995829, -0.597841)
H (4.987739, 5.136847, -0.977216)
H (3.593759, 4.185048, -1.591700)
H (4.737916, 3.626028, 1.302428)
H (3.830037, 5.094981, 0.972755)
H (2.785951, 2.299227, 1.036023)
H (2.522782, 3.060147, -0.590190)
H (1.431010, 5.021685, 0.490887)
H (1.153507, 4.094825, 1.971321)
H (-0.076178, 3.919601, -0.760795)
H (0.752141, 2.356107, -0.513076)
H (0.432548, -0.359674, 2.385054)
H (1.357796, 0.788590, 3.371156)
H (1.470585, 0.873829, 1.531213)
H (-1.862875, 1.049747, 4.095983)
H (-3.522140, 1.787037, 1.369540)
H (-3.618952, 0.353704, 0.288992)
H (-4.507105, 1.922142, -2.491796)
H (-0.008150, 0.296944, -0.143382)
H (-1.380944, -1.664786, -1.250432)
H (-2.414926, -0.422737, -1.976729)
H (-0.635501, 0.036155, -3.558337)
H (0.536323, 0.161864, -2.200222)
H (0.159086, -1.455247, -2.927244)
C (-0.180511, -6.147666, -5.061082)
C (0.068272, -5.320826, -4.040862)
C (-0.997225, -4.437064, -3.474167)
O (-0.728651, -3.713308, -2.529876)
C (-2.321003, -4.477885, -4.084444)
C (-2.569505, -5.302416, -5.106882)
C (-1.512951, -6.207100, -5.657293)
O (-1.791391, -6.952589, -6.576699)
O (-3.775256, -5.360605, -5.687950)
O (1.284051, -5.244447, -3.475102)
H (0.579644, -6.792766, -5.478725)
H (-3.077129, -3.821598, -3.676060)
H (-3.693358, -6.030770, -6.393870)
H (1.204908, -4.579816, -2.764336)
Na (1.246799, 2.086750, -2.233987)
C (2.357984, 1.576474, -5.335594)
O (2.029936, 1.225533, -4.065101)
H (1.530382, 1.923584, -5.993281)
H (3.079715, 2.430648, -5.430833)
H (2.833521, 0.804511, -5.974310)
C (4.863289, -3.085920, -4.993162)
C (4.174477, -1.762464, -4.813712)
O (3.361766, -1.670582, -5.989249)
C (3.145313, -2.931213, -6.434207)
O (2.373584, -3.219719, -7.295436)
O (3.923319, -3.828735, -5.770767)
H (5.064494, -3.582585, -4.045893)
H (5.797625, -3.001463, -5.556156)
H (3.531031, -1.741925, -3.934387)
H (4.874602, -0.931126, -4.755103)
Br (-0.789130, -9.279408, -3.461855)
C (-0.956331, -8.213199, -1.841413)
C (-2.326392, -8.353947, -1.230662)
Br (-3.650915, -7.314328, -2.208447)
H (-0.709254, -7.188784, -2.110480)
H (-0.194795, -8.600794, -1.166195)
H (-2.337699, -7.949480, -0.219378)
H (-2.681691, -9.380870, -1.211072)
Cs (6.373566, 3.255864, -4.053288)
Cl (0.334207, 1.907751, 6.178650)
C (-0.508192, 3.481886, 6.132176)
C (-1.007694, 3.898659, 7.494855)
Cl (-2.333080, 2.862046, 8.067589)
H (-1.322461, 3.407955, 5.412956)
H (0.209664, 4.212466, 5.758977)
H (-1.397506, 4.915964, 7.448337)
H (-0.211782, 3.872526, 8.238185)
C (-5.708632, 1.830409, 9.830090)
F (-6.476667, 2.334168, 8.841055)
F (-4.498633, 1.593690, 9.278891)
F (-5.526368, 2.842657, 10.714070)
S (-6.447511, 0.322255, 10.613535)
O (-6.557195, -0.618789, 9.517313)
O (-7.717493, 0.789889, 11.132991)
O (-5.483544, -0.049212, 11.629557)
Cl (5.142892, -1.293101, -1.592867)
O (-5.957725, 6.015013, 10.848729)
H (-6.732468, 6.193050, 11.391728)
H (-5.978538, 5.058227, 10.720298)

Atoms 1-6, force components in eV/Å:
-0.30 0.38 0.32
-0.33 -0.15 0.18
-1.09 -3.60 -1.04
0.80 1.29 0.76
0.15 1.23 0.39
-0.09 1.54 -0.68

Properties
DFT total energy   -287445.3757 eV
Charge   -1
LUMO   -0.68 eV

Atom charges from the Löwdin analysis, given in e for atoms 1 to 2: -0.068, -0.312

***

2.
This record from the OMol25 dataset describes a cluster of 2 separate species, CH8NS2 in total at a distorted geometry. The level of theory is the ωB97M-V functional and the def2-TZVPD basis.

Element x y z (Å)
N (0.263719, 1.879642, 1.888588)
H (0.450152, 1.337795, 0.996194)
H (0.937938, 1.504264, 2.554438)
H (0.190673, 2.875390, 1.685905)
H (-0.604200, 1.437126, 2.198444)
C (0.085429, -2.243242, -1.553543)
S (-0.375069, -1.151523, -0.163640)
S (-0.012885, 0.781428, -1.103327)
H (0.670360, -1.755375, -2.323330)
H (-0.843139, -2.586530, -2.015459)
H (0.590615, -3.061232, -1.048884)
H (-1.353593, 0.982256, -1.115385)

Atoms 1-6, force components in eV/Å:
-0.20 -2.41 -0.53
-0.13 0.80 -0.13
0.53 1.05 0.26
0.24 -0.03 0.49
-0.46 0.69 0.02
-0.95 -0.26 0.39

Properties
DFT total energy   -24320.3979 eV
ΔE to the lowest compared entry with this formula, charge and spin   0.442 eV
Charge   +1
LUMO   -3.91 eV

Atom charges from the Löwdin analysis, given in e for atoms 1 to 2: 0.272, -0.013

***

3.
This record from the OMol25 dataset describes the molecule C4H9NO2. The level of theory is the ωB97M-V functional and the def2-TZVPD basis.

Element x y z (Å)
O (-2.153970, 1.734000, 2.414395)
C (-1.076667, 1.263158, 2.136579)
N (-0.784369, 0.707031, 0.915445)
C (0.297106, -0.251725, 0.768887)
C (0.096462, -1.113287, -0.482971)
C (0.393846, -0.348191, -1.747221)
O (1.788717, -0.007755, -1.742583)
H (-0.217657, 1.326675, 2.821349)
H (-1.663290, 0.526145, 0.441964)
H (1.255271, 0.270923, 0.701648)
H (0.366929, -0.907581, 1.637074)
H (-0.956988, -1.393950, -0.519468)
H (0.716570, -1.999012, -0.408239)
H (0.186517, -0.934901, -2.647091)
H (-0.198045, 0.568244, -1.788758)
H (1.949570, 0.560225, -2.501010)

Atoms 1-6, force components in eV/Å:
-0.11 -0.06 0.11
0.28 0.39 -0.47
-0.69 0.13 0.70
0.45 -0.32 -0.19
-0.27 0.70 0.27
0.71 0.18 -0.33

Properties
DFT total energy   -9878.8617 eV
ΔE to the lowest compared entry with this formula, charge and spin   1.199 eV
SMILES   O=CNCCCO
LUMO   0.77 eV

Atom charges from the Löwdin analysis, given in e for atoms 1 to 2: 0.023, -0.367

***

4.
This record from the OMol25 dataset describes a cluster of 2 separate species, C6H4BrN2O3 in total at a distorted geometry. The level of theory is the ωB97M-V functional and the def2-TZVPD basis.

Element x y z (Å)
C (1.341834, 1.324236, 0.547749)
C (1.295018, 1.611763, 1.938852)
C (-0.810180, 0.139367, -0.966398)
C (1.483238, -2.041491, -1.014611)
C (0.004354, 0.755512, 0.451663)
C (-2.028518, -0.480575, -0.616479)
N (0.168485, 1.262672, 2.529975)
N (-0.661474, 0.756587, 1.645789)
O (2.320720, -2.038069, -1.779900)
O (-0.355652, 0.408853, -2.061340)
O (0.557459, -2.079680, -0.338258)
Br (-2.203842, -2.051321, -1.921685)
H (2.017797, 1.287234, -0.194519)
H (2.073194, 1.889693, 2.540185)
H (-2.844647, 0.135657, -1.105152)
H (-2.357787, -0.880439, 0.344128)

Atoms 1-6, force components in eV/Å:
-5.43 -1.18 3.40
0.35 -0.79 -2.36
5.55 4.19 3.69
-2.00 -0.02 0.62
-1.16 -0.76 -2.61
-4.28 -1.77 -2.31

Properties
DFT total energy   -85451.8310 eV
Charge   -1
LUMO   2.86 eV

Atom charges from the Löwdin analysis, given in e for atoms 1 to 2: -0.056, -0.280